Entry 1:
{"formula": "C5H7ClFN", "method": "ωB97M-V/def2-TZVPD", "species": ["C", "C", "C", "C", "C", "H", "H", "H", "H", "H", "H", "H", "N", "F", "Cl"], "positions_angstrom": [[1.204, -0.260, 0.261], [0.323, 0.046, 1.352], [0.323, 0.900, -0.010], [-1.091, 0.983, -0.559], [-1.881, 0.039, -1.009], [1.578, -1.764, -1.031], [1.364, -2.373, 0.437], [2.217, 0.127, 0.156], [0.291, 0.510, 2.425], [-0.659, -0.677, 1.361], [-2.867, 0.257, -1.321], [-1.477, -0.778, -1.670], [0.976, -1.576, -0.304], [1.280, 1.968, 0.168], [-1.581, 2.598, -0.258]], "lowdin_charge": [-0.38, -0.04, -0.35, -0.70, -0.03, 0.02, 0.16, 0.15, 0.14, 0.16, 0.05, 0.09, 0.04, -0.04, 0.72], "total_charge": 0}

=====

Entry 2:
{"formula": "C3H8N2OS", "method": "ωB97M-V/def2-TZVPD", "species": ["C", "C", "C", "N", "N", "O", "S", "H", "H", "H", "H", "H", "H", "H", "H"], "positions_angstrom": [[-1.499, 2.167, 2.607], [-0.958, -1.826, -1.310], [1.317, -1.862, -2.022], [-0.917, 1.585, 1.560], [-0.429, 0.388, 1.406], [0.023, -1.243, -1.984], [-2.479, -1.394, -1.597], [-1.567, 1.611, 3.567], [-1.841, 3.211, 2.442], [-0.677, -2.664, -0.577], [1.840, -1.832, -3.025], [1.314, -2.955, -1.825], [1.950, -1.384, -1.279], [-0.928, 2.175, 0.766], [-0.564, -0.118, 2.201]], "lowdin_charge": [-0.02, -0.80, -0.08, -0.22, 0.03, -0.20, 0.66, 0.07, 0.06, 0.10, 0.11, 0.09, 0.08, 0.13, -0.01], "total_charge": 0}

=====

Entry 3:
{"formula": "C45H64N2P2PtSSi2Te", "method": "ωB97M-V/def2-TZVPD", "species": ["Pt", "C", "S", "C", "C", "C", "N", "P", "C", "C", "C", "C", "C", "C", "C", "C", "C", "C", "C", "C", "P", "C", "C", "C", "C", "C", "C", "C", "C", "C", "C", "C", "C", "H", "H", "H", "H", "H", "H", "H", "H", "H", "H", "H", "H", "H", "H", "H", "H", "H", "H", "H", "H", "H", "H", "H", "H", "H", "H", "H", "H", "H", "C", "N", "C", "C", "C", "C", "C", "C", "C", "C", "H", "H", "H", "H", "H", "H", "H", "H", "H", "H", "H", "H", "H", "C", "Si", "C", "C", "C", "Te", "C", "Si", "C", "C", "C", "H", "H", "H", "H", "H", "H", "H", "H", "H", "H", "H", "H", "H", "H", "H", "H", "H", "H", "H", "H", "H", "H"], "positions_angstrom": [[0.085, -0.080, 0.299], [1.038, -8.765, 0.062], [1.667, -7.135, 0.316], [0.372, -6.090, -0.323], [-0.612, -5.656, 0.791], [-0.194, -4.411, 1.590], [-0.191, -3.157, 0.808], [1.167, -2.123, 0.815], [2.370, -3.047, -0.174], [3.031, -4.180, 0.319], [3.898, -4.894, -0.500], [4.105, -4.495, -1.819], [3.458, -3.370, -2.312], [2.604, -2.642, -1.489], [1.987, -1.805, 2.437], [1.348, -1.058, 3.451], [2.100, -0.509, 4.481], [3.472, -0.713, 4.572], [4.112, -1.446, 3.588], [3.381, -1.957, 2.521], [-1.743, -2.273, 0.666], [-2.987, -3.463, 0.090], [-3.963, -3.795, 1.028], [-4.997, -4.665, 0.697], [-5.070, -5.196, -0.581], [-4.109, -4.861, -1.535], [-3.074, -3.999, -1.203], [-1.377, -1.326, -0.887], [-2.142, -0.152, -1.100], [-2.185, 0.449, -2.357], [-1.473, -0.093, -3.412], [-0.696, -1.242, -3.228], [-0.652, -1.850, -1.995], [1.704, -9.468, 0.564], [1.018, -8.960, -1.019], [0.018, -8.823, 0.463], [-0.132, -6.669, -1.100], [0.875, -5.227, -0.774], [-0.805, -6.474, 1.493], [-1.552, -5.464, 0.288], [0.801, -4.552, 2.014], [-0.883, -4.323, 2.441], [2.907, -4.490, 1.353], [4.443, -5.745, -0.100], [4.790, -5.047, -2.451], [3.636, -3.046, -3.331], [2.131, -1.740, -1.867], [-0.596, -1.405, 2.702], [1.604, 0.135, 5.207], [4.039, -0.273, 5.385], [5.184, -1.603, 3.631], [3.924, -2.461, 1.737], [-3.921, -3.359, 2.022], [-5.754, -4.912, 1.432], [-5.888, -5.857, -0.847], [-4.180, -5.264, -2.539], [-2.345, -3.738, -1.963], [-2.771, 0.220, -0.299], [-2.808, 1.321, -2.516], [-1.531, 0.364, -4.393], [-0.152, -1.665, -4.065], [-0.086, -2.763, -1.862], [0.868, -2.274, 6.963], [-0.487, -1.632, 6.850], [-0.484, -0.247, 7.434], [-1.098, -1.739, 5.439], [-0.990, -0.553, 4.509], [-1.944, 0.405, 4.571], [-2.022, 1.489, 3.643], [-1.062, 1.619, 2.651], [-0.102, 0.638, 2.439], [-0.096, -0.631, 3.293], [1.181, -2.244, 8.002], [1.569, -1.726, 6.344], [0.795, -3.305, 6.632], [-1.106, -2.181, 7.440], [0.161, 0.389, 6.836], [-0.112, -0.311, 8.452], [-1.497, 0.148, 7.437], [-2.149, -1.950, 5.613], [-0.644, -2.621, 4.993], [-2.693, 0.363, 5.358], [-2.784, 2.249, 3.773], [-1.022, 2.538, 2.076], [0.895, 1.003, 2.111], [-1.008, 8.026, -0.525], [-0.435, 6.475, 0.257], [1.304, 6.529, 0.880], [-1.566, 5.728, 1.526], [-0.480, 5.209, -1.238], [0.257, 3.338, -0.744], [2.274, 3.700, -1.238], [3.534, 2.592, -0.331], [3.290, 2.792, 1.504], [3.065, 0.847, -0.790], [5.203, 3.080, -0.920], [-1.082, 8.823, 0.225], [-1.994, 7.906, -0.983], [-0.300, 8.353, -1.291], [1.349, 7.130, 1.796], [1.981, 6.998, 0.157], [1.687, 5.532, 1.130], [-2.015, 6.501, 2.159], [-1.002, 5.059, 2.188], [-2.389, 5.174, 1.062], [0.126, 5.590, -2.066], [-1.530, 5.111, -1.535], [2.415, 4.766, -1.029], [2.343, 3.553, -2.324], [2.252, 3.035, 1.774], [3.923, 3.595, 1.900], [3.568, 1.866, 2.026], [2.012, 0.665, -0.487], [3.680, 0.109, -0.265], [3.146, 0.663, -1.868], [5.407, 4.127, -0.667], [5.291, 2.970, -2.006], [5.983, 2.467, -0.452]], "mulliken_spin": [0.64, -0.02, 0.87, -0.04, 0.09, 0.03, -0.02, 0.19, -0.04, 0.02, 0.01, 0.00, 0.00, 0.03, 0.06, 0.03, 0.01, 0.03, -0.01, 0.04, 0.02, 0.00, 0.00, 0.00, 0.00, 0.00, 0.01, -0.15, 0.19, 0.00, 0.08, -0.02, 0.09, 0.00, 0.05, 0.04, -0.04, 0.05, -0.04, 0.03, -0.03, 0.01, 0.00, 0.01, 0.00, 0.00, 0.01, 0.09, -0.01, 0.00, 0.00, 0.00, 0.00, 0.00, 0.00, 0.00, 0.00, 0.01, 0.00, 0.00, 0.00, 0.01, 0.00, 0.02, 0.00, -0.05, 0.20, -0.03, 0.34, -0.11, 0.40, -0.01, 0.00, 0.00, 0.00, 0.00, -0.01, 0.00, 0.00, 0.01, 0.00, 0.00, 0.00, 0.01, -0.06, 0.01, 0.03, 0.01, 0.01, 0.07, 0.73, 0.04, -0.03, 0.01, 0.02, 0.00, 0.00, 0.00, 0.00, 0.00, 0.00, 0.01, 0.00, 0.00, 0.00, 0.00, 0.01, -0.01, 0.04, 0.01, 0.00, 0.01, -0.01, 0.00, 0.00, 0.00, 0.00, 0.00], "total_charge": 4, "spin_multiplicity": 5}

=====

Entry 4:
{"formula": "C3H8NOS", "method": "ωB97M-V/def2-TZVPD", "species": ["C", "C", "C", "N", "O", "S", "H", "H", "H", "H", "H", "H", "H", "H"], "positions_angstrom": [[1.580, -1.046, 0.010], [2.885, -0.130, 0.077], [0.717, 0.160, 0.067], [-3.348, 0.614, 0.009], [-0.483, 0.254, 0.173], [1.949, 1.381, -0.293], [1.384, -1.490, -0.976], [1.542, -1.750, 0.894], [3.316, -0.076, 0.982], [3.663, -0.277, -0.661], [-3.734, -0.293, 0.004], [-3.506, 1.042, -0.919], [-3.579, 1.190, 0.806], [-2.386, 0.421, -0.173]], "lowdin_charge": [-0.14, -0.39, -0.73, 0.35, -0.03, 1.00, 0.13, 0.14, 0.03, 0.08, 0.14, 0.18, 0.17, 0.07], "total_charge": 1}

=====

Entry 5:
{"formula": "C17H33NO3P2Pt", "method": "ωB97M-V/def2-TZVPD", "species": ["Pt", "P", "P", "N", "H", "C", "H", "H", "H", "C", "H", "H", "H", "C", "H", "H", "H", "C", "H", "H", "H", "C", "H", "H", "H", "C", "H", "H", "H", "C", "C", "C", "C", "C", "C", "H", "H", "H", "H", "H", "C", "O", "C", "H", "H", "H", "C", "H", "H", "H", "C", "C", "O", "O", "H", "H", "H"], "positions_angstrom": [[0.072, 0.205, 0.410], [-0.687, 2.397, -0.373], [0.687, -1.989, 0.903], [1.538, 0.711, -0.582], [-0.336, 1.414, 1.293], [0.203, 3.634, 0.457], [-0.076, 4.616, 0.076], [1.282, 3.503, 0.330], [-0.023, 3.618, 1.526], [-2.430, 2.488, -0.140], [-2.798, 3.392, -0.594], [-2.690, 2.498, 0.898], [-2.947, 1.653, -0.595], [-0.403, 2.565, -2.163], [-0.912, 3.458, -2.503], [-0.792, 1.711, -2.714], [0.654, 2.667, -2.381], [1.970, -2.036, 2.130], [2.279, -3.077, 2.258], [1.656, -1.666, 3.112], [2.837, -1.437, 1.844], [-0.494, -3.224, 1.449], [0.026, -4.163, 1.582], [-1.262, -3.303, 0.674], [-1.001, -2.933, 2.365], [1.402, -2.763, -0.525], [1.653, -3.783, -0.230], [2.278, -2.239, -0.893], [0.666, -2.813, -1.322], [2.155, 0.379, -1.683], [4.219, 0.507, -2.980], [3.551, 0.750, -1.818], [1.514, -0.278, -2.781], [2.233, -0.512, -3.946], [3.569, -0.130, -4.053], [5.241, 0.812, -3.077], [4.018, 1.238, -0.946], [0.471, -0.572, -2.686], [1.710, -1.004, -4.778], [4.108, -0.330, -4.976], [-1.375, -0.020, 3.077], [-1.401, -0.795, 2.007], [-0.155, 0.317, 3.834], [-0.369, 1.156, 4.479], [0.813, 0.568, 3.381], [-0.077, -0.618, 4.326], [-2.630, 0.667, 3.293], [-2.926, -0.195, 3.867], [-3.346, 0.879, 2.478], [-2.544, 1.516, 3.931], [-3.647, -1.295, -0.819], [-2.214, -1.418, -1.303], [-1.682, -2.549, -1.394], [-1.676, -0.317, -1.729], [-4.125, -2.273, -0.933], [-4.208, -0.480, -1.324], [-3.577, -1.109, 0.262]], "mulliken_spin": [1.10, 0.31, 0.09, 1.09, 0.52, 0.00, 0.01, 0.00, -0.02, 0.03, 0.01, -0.01, 0.00, 0.05, 0.01, -0.01, -0.01, 0.00, 0.00, 0.00, 0.00, 0.02, 0.00, 0.00, 0.00, 0.01, 0.00, -0.01, 0.00, -0.09, -0.11, 0.23, 0.27, -0.11, 0.24, 0.00, 0.00, 0.02, 0.00, 0.02, 0.25, -0.10, 0.04, 0.01, 0.01, 0.01, 0.07, 0.02, -0.01, -0.01, 0.01, -0.03, 0.00, 0.08, 0.00, 0.00, 0.00], "total_charge": 0, "spin_multiplicity": 5}

=====

So what do the calculations give for strongest force on any atom? Going down the list: 4.987 4.338 0.794 4.127 7.326 eV/A.
So what do the calculations give for energy relative to the best compared isomer or geometry (same formula, charge and spin)? Going down the list: 370.61 460.52 237.09 7.22 213.25 kJ/mol.